Record 1
The following is a DFT calculation (ωB97M-V/def2-TZVPD) of CH4NO2 as an isolated structure.

```
8
Properties=species:S:1:pos:R:3
C -1.324 0.393 -0.310
N 0.061 0.088 -0.573
O -2.202 -0.631 -0.230
O -1.840 0.198 0.900
H -1.598 1.403 -1.240
H 0.699 0.845 -0.606
H 0.076 -0.478 -1.460
H 0.356 -0.654 0.187
```

Properties
* LUMO (alpha / beta): -4.5 / -7.5 eV
* net charge: +1
* ΔE to the lowest compared entry with this formula, charge and spin: 2.375 eV
* gap between HOMO and LUMO (alpha / beta): 8.250 / 9.928 eV
* 2S+1: 3


Record 2
The following is a DFT calculation (ωB97M-V/def2-TZVPD) of a single C20H23ClN2O2 molecule.

```
48
Properties=species:S:1:pos:R:3
C -0.054 5.347 2.471
O 0.491 4.886 1.259
C -0.272 4.083 0.466
C -1.555 3.645 0.770
C -2.228 2.830 -0.128
C -1.639 2.440 -1.314
C -0.348 2.865 -1.623
C 0.294 2.415 -2.907
C 0.112 0.913 -3.100
O -0.614 0.471 -3.971
N 0.796 0.098 -2.265
C 1.598 0.475 -1.127
C 0.882 0.084 0.168
N 0.634 -1.346 0.163
C 0.065 -1.815 1.414
C 0.105 -3.317 1.497
C 1.243 -4.001 1.086
C 1.298 -5.380 1.167
C 0.224 -6.098 1.666
C -0.905 -5.412 2.077
Cl -2.258 -6.291 2.703
C -0.975 -4.031 1.993
C -0.198 -1.703 -0.974
C 0.516 -1.323 -2.269
C 0.321 3.685 -0.733
H -0.957 5.943 2.305
H 0.713 5.975 2.920
H -0.285 4.519 3.150
H -2.040 3.932 1.689
H -3.227 2.498 0.111
H -2.170 1.807 -2.008
H -0.209 2.892 -3.752
H 1.349 2.688 -2.938
H 1.806 1.541 -1.123
H 2.544 -0.075 -1.183
H 1.520 0.327 1.020
H -0.053 0.666 0.254
H 0.673 -1.405 2.229
H -0.970 -1.456 1.557
H 2.075 -3.437 0.695
H 2.184 -5.906 0.843
H 0.260 -7.174 1.735
H -1.869 -3.519 2.315
H -0.373 -2.781 -0.952
H -1.174 -1.187 -0.935
H -0.110 -1.543 -3.134
H 1.459 -1.872 -2.344
H 1.317 4.045 -0.945
```

Properties
* LUMO: 0.7 eV
* ΔE to the lowest compared entry with this formula, charge and spin: 1.458 eV
* gap between HOMO and LUMO: 9.309 eV


Record 3
The following is a DFT calculation (ωB97M-V/def2-TZVPD) of C28H43F17N2O29S4V as an isolated structure.

```
124
Properties=species:S:1:pos:R:3
V -0.524 -0.376 3.196
C 0.771 1.893 -0.242
F 1.486 2.995 0.073
F -0.447 2.034 0.131
F 0.805 1.869 -1.592
S 1.471 0.310 0.552
O 2.296 -0.273 -0.518
O 2.379 0.779 1.594
N 0.140 -0.671 1.274
S -0.317 -1.412 -0.142
O -0.526 -0.550 -1.337
O 0.492 -2.579 -0.375
C -2.107 -2.199 0.229
F -2.891 -1.298 0.844
F -2.590 -2.833 -0.792
F -1.862 -3.158 1.070
C 1.749 3.233 4.560
F 2.565 3.152 3.449
F 2.281 2.353 5.442
F 1.830 4.457 5.132
S -0.166 2.778 4.245
O -1.012 3.673 5.026
O -0.322 2.763 2.830
N -0.222 1.010 4.770
S -0.640 1.223 6.279
O 0.161 2.047 7.202
O -2.147 1.388 6.324
C -0.241 -0.642 7.009
F -0.811 -0.829 8.249
F -0.621 -1.539 6.054
F 1.053 -0.687 7.183
C 3.130 -1.200 -4.183
C 2.441 0.007 -4.507
O 3.354 1.131 -4.269
C 4.134 0.706 -3.311
O 4.829 1.437 -2.657
O 4.129 -0.659 -3.312
F 1.323 0.118 -3.709
H 3.742 -1.604 -4.989
H 2.622 -2.078 -3.783
H 2.151 0.131 -5.551
C -6.248 -0.564 1.035
C -7.197 -0.657 -0.059
O -7.119 -1.958 -0.537
C -6.604 -2.694 0.423
O -6.738 -3.931 0.488
O -6.094 -1.945 1.369
F -6.705 0.269 -0.952
H -6.576 0.023 1.893
H -5.273 -0.175 0.742
H -8.196 -0.345 0.246
C 4.480 -5.439 -1.148
C 3.570 -4.176 -1.607
O 3.207 -3.829 -0.282
C 4.231 -3.969 0.547
O 4.322 -3.591 1.722
O 5.112 -4.864 -0.030
F 2.543 -4.487 -2.410
H 5.144 -5.816 -1.927
H 3.924 -6.298 -0.773
H 4.139 -3.328 -1.988
C -0.714 -5.569 -1.835
C -1.423 -6.569 -2.706
O -1.000 -6.143 -3.971
C -0.707 -4.801 -3.927
O -0.565 -4.068 -4.912
O -0.497 -4.509 -2.663
F -2.705 -6.357 -2.515
H 0.305 -5.835 -1.551
H -1.400 -5.224 -1.061
H -1.153 -7.624 -2.648
C 5.810 3.500 -0.202
C 4.656 3.949 0.755
O 5.418 4.307 1.945
C 6.732 4.056 1.810
O 7.545 4.026 2.758
O 6.970 3.773 0.538
F 3.902 2.891 0.987
H 5.811 4.107 -1.108
H 5.731 2.440 -0.440
H 4.076 4.784 0.363
C -1.381 3.101 -4.725
C -2.673 3.228 -5.481
C -3.457 4.361 -4.771
O -3.091 4.198 -3.418
C -1.595 3.987 -3.451
H -0.565 3.316 -5.415
H -1.384 2.028 -4.535
H -3.192 2.275 -5.584
H -2.537 3.513 -6.524
H -4.524 4.308 -4.988
H -3.263 5.383 -5.097
H -1.249 3.676 -2.465
H -1.267 5.021 -3.559
C -1.529 -3.326 3.994
O -1.889 -1.913 3.842
H -1.574 -3.693 5.020
H -2.367 -3.833 3.516
H -0.670 -3.657 3.410
H -2.406 -1.687 4.619
C 2.486 4.063 -2.717
O 3.355 4.848 -3.520
H 2.997 3.143 -2.434
H 2.305 4.667 -1.827
H 1.658 3.819 -3.383
H 2.813 5.150 -4.252
C 2.515 -2.329 3.589
O 1.239 -1.842 4.242
H 2.262 -2.077 2.559
H 3.401 -1.760 3.871
H 2.622 -3.401 3.754
H 1.139 -2.352 5.049
C -3.569 1.449 3.083
O -2.303 0.960 2.635
H -4.204 1.686 2.229
H -4.154 0.723 3.648
H -3.535 2.326 3.728
H -1.908 1.647 2.093
C -3.709 1.167 -1.984
O -3.931 1.993 -0.774
H -2.678 1.099 -2.334
H -4.133 0.194 -1.737
H -4.338 1.414 -2.839
H -4.316 2.866 -0.884
```

Properties
* LUMO (alpha / beta): 1.8 / 1.8 eV
* net charge: -1
* gap between HOMO and LUMO (alpha / beta): 4.180 / 9.104 eV
* 2S+1: 5


Record 4
The following is a DFT calculation (ωB97M-V/def2-TZVPD) of a 2-piece molecular cluster, C3H10N2O2 overall.

```
17
Properties=species:S:1:pos:R:3
C -0.776 -0.593 -1.846
N -0.955 -0.421 -0.409
O -2.307 -0.666 -0.062
C -0.049 -1.211 0.483
O -0.517 -1.950 1.332
H 0.255 -0.338 -2.098
H -1.459 0.070 -2.378
H -0.975 -1.630 -2.130
H -2.224 -1.379 0.612
H 0.983 -1.211 0.107
C 0.691 1.129 1.228
N 1.848 1.281 0.349
H 0.386 2.088 1.673
H 0.964 0.525 2.094
H -0.279 0.778 0.437
H 1.717 2.075 -0.270
H 2.698 1.456 0.879
```

Properties
* LUMO: 0.7 eV
* ΔE to the lowest compared entry with this formula, charge and spin: 4.725 eV
* gap between HOMO and LUMO: 9.175 eV


no.,E (eV)
1,-6670.4280
2,-40711.4061
3,-207308.1967
4,-10344.7629